No. 1
{
  "formula": "C53H46ClFN8O23S",
  "method": "wB97M-V/def2-TZVPD",
  "fmax_ev_per_a": 2.06,
  "multiplicity": 1,
  "total_energy_ev": -140770.819,
  "mol_weight_g_mol": 1249.50,
  "symbols": ["O", "H", "H", "C", "C", "C", "C", "C", "C", "O", "H", "C", "O", "C", "C", "H", "O", "H", "H", "C", "O", "O", "O", "C", "H", "C", "C", "N", "H", "H", "C", "H", "H", "O", "C", "C", "H", "C", "C", "O", "N", "C", "S", "H", "C", "N", "C", "C", "C", "H", "N", "H", "O", "C", "C", "H", "H", "H", "H", "C", "H", "C", "C", "C", "C", "H", "O", "Cl", "H", "H", "H", "C", "H", "C", "C", "C", "C", "C", "N", "H", "O", "H", "C", "O", "O", "N", "C", "C", "H", "C", "H", "C", "C", "C", "C", "O", "H", "H", "C", "H", "C", "H", "H", "H", "H", "C", "O", "C", "H", "O", "O", "H", "H", "O", "C", "O", "O", "C", "H", "H", "N", "H", "H", "N", "C", "H", "C", "H", "H", "C", "O", "O", "F"],
  "xyz": [[-4.324, 0.296, -3.296], [9.441, -0.089, -3.043], [4.607, -7.359, 6.604], [-10.879, -2.708, 4.170], [-6.079, 2.374, -0.764], [8.183, 1.646, -3.085], [-1.378, -0.168, -8.317], [-0.994, -1.493, -10.255], [3.252, -6.369, 3.660], [2.181, 3.946, 4.877], [3.804, 1.702, -3.100], [-9.147, -0.897, 2.957], [-1.732, 1.189, -6.497], [-3.060, -1.419, -4.184], [-10.381, -2.980, 2.906], [-0.501, -3.546, -9.885], [-0.035, -1.450, 1.401], [2.380, 3.459, -2.108], [5.140, 6.178, 3.762], [7.091, 2.286, -2.525], [4.685, 1.755, 0.013], [4.212, -0.238, -4.468], [-8.233, -1.531, 0.491], [0.730, 0.767, 3.711], [-6.243, -0.703, 0.639], [-9.525, -2.066, 2.323], [-1.314, -0.267, -9.694], [-8.998, -2.346, 0.976], [-3.965, -2.916, -5.419], [8.721, 2.114, -3.898], [-4.708, 2.487, -0.916], [-0.626, -3.322, -7.426], [-0.119, 2.407, 2.547], [3.459, -6.562, 8.552], [0.836, 0.833, -4.494], [1.945, 2.730, -2.778], [1.170, -4.911, 5.898], [4.003, 5.280, 5.340], [-0.748, -2.590, -9.441], [2.026, -0.813, 2.569], [-4.344, -0.725, -3.957], [6.802, 0.429, -0.992], [0.598, -1.517, 2.670], [3.402, -6.464, 2.592], [4.244, 0.711, 3.153], [-1.724, 1.130, -7.711], [1.749, 0.601, 2.566], [3.033, 1.444, 2.620], [8.586, 0.406, -2.604], [2.826, 2.322, 3.241], [2.660, -6.011, 7.820], [-6.721, 3.182, -1.088], [-5.341, -1.210, -4.449], [5.731, 6.500, 7.083], [6.422, 1.663, -1.488], [0.316, 2.782, 4.234], [-4.268, 3.371, -1.352], [4.570, 5.584, 8.639], [3.292, 1.730, 1.599], [1.991, -5.494, 5.509], [-2.266, 1.626, 2.263], [4.695, 5.716, 7.573], [-0.125, 2.033, 3.575], [5.895, 6.671, 5.714], [4.125, -6.996, 4.539], [0.418, 0.093, -5.160], [-2.367, 2.255, 2.998], [4.406, 0.667, 4.912], [-1.199, -1.140, -6.413], [-0.936, -1.590, -11.331], [-1.948, -0.038, -2.975], [3.938, -6.879, 5.907], [-1.818, -4.087, -5.812], [-1.136, -1.247, -7.486], [2.182, 0.817, -4.181], [5.026, 6.057, 4.828], [-10.518, -1.538, 4.825], [-3.050, -2.551, -4.978], [-2.462, 1.525, -0.727], [6.702, 7.282, 5.335], [-9.353, -3.368, 0.429], [0.189, -1.218, -3.342], [-9.653, -0.636, 4.221], [-0.035, -0.425, 3.651], [1.700, -5.372, 8.202], [3.085, 4.614, 4.406], [2.751, 1.747, -3.331], [3.817, 5.098, 6.699], [6.256, -0.026, -0.178], [-0.715, -1.587, -3.806], [-10.653, -3.885, 2.384], [-0.819, -2.467, -8.060], [2.870, -6.130, 6.366], [7.896, -0.201, -1.562], [-1.912, -0.921, -3.595], [-1.462, 1.767, 3.982], [3.007, 4.484, 7.064], [8.211, -1.166, -1.191], [-1.845, -3.201, -5.192], [-3.791, -0.524, 0.361], [-6.628, 1.226, -0.207], [0.259, -3.234, -4.771], [-11.551, -3.411, 4.644], [6.417, 6.977, 7.771], [-10.912, -1.328, 5.810], [-0.680, -2.721, -4.607], [3.282, 4.748, 3.215], [0.037, 1.817, -3.940], [-1.017, 1.849, -4.179], [-1.769, 0.572, -0.407], [-2.036, 2.511, -1.295], [6.762, 3.248, -2.890], [-7.701, 1.136, -0.099], [5.073, 0.254, 2.479], [0.590, 2.763, -3.088], [0.690, -2.747, 3.359], [4.915, 3.408, -1.332], [-4.436, 0.286, 0.055], [1.188, 0.855, 1.659], [4.954, -7.579, 4.161], [5.262, 2.332, -0.885], [-9.370, 0.274, 4.733], [-0.046, 3.521, -2.653], [3.035, -0.229, -4.769], [-5.809, 0.185, 0.206], [1.514, -5.122, 3.459], [-3.909, 1.436, -0.505], [-1.507, 0.596, -10.313], [-8.470, -0.205, 2.477], [2.189, -5.618, 4.143], [-1.975, 2.057, -8.452], [2.511, -1.031, -5.521], [1.326, 0.782, 4.940]]
}



No. 2
{
  "formula": "C19H22F17N3O2",
  "method": "wB97M-V/def2-TZVPD",
  "fmax_ev_per_a": 4.09,
  "multiplicity": 1,
  "total_energy_ev": -74821.172,
  "smiles": "CCN[C@H](C#N)[C@H](C#N)[C@@H](F)CC.FC(F)C(F)(F)COC(F)(F)C(F)F.FC(F)C(F)(F)COC(F)(F)C(F)F",
  "mol_weight_g_mol": 647.37,
  "symbols": ["F", "C", "C", "C", "H", "F", "F", "F", "N", "F", "H", "H", "C", "F", "H", "C", "C", "F", "F", "H", "H", "H", "H", "H", "C", "C", "H", "H", "F", "C", "C", "N", "H", "C", "C", "N", "C", "H", "O", "H", "H", "C", "H", "F", "C", "F", "H", "C", "F", "H", "H", "C", "H", "F", "F", "H", "F", "O", "H", "F", "C", "F", "C"],
  "xyz": [[-1.190, -4.916, 3.084], [5.141, 0.818, -3.077], [-2.876, -3.366, 2.466], [-3.075, 0.603, 1.211], [-2.871, -3.072, 5.228], [7.889, 4.574, -5.871], [-4.872, -7.536, 5.124], [5.956, 3.872, -5.163], [-0.682, 3.024, 1.592], [-4.587, -4.856, 5.317], [6.446, 4.498, -2.081], [-3.260, -2.368, 2.687], [0.194, 0.839, -1.667], [8.903, 4.602, -3.419], [2.312, 0.829, -1.446], [7.815, 3.816, -3.653], [-1.118, 2.448, 0.660], [-3.341, -6.914, 3.694], [8.276, 2.618, -4.066], [-4.921, 2.831, -1.502], [-2.908, -7.702, 5.464], [-1.777, 2.444, -1.274], [-1.195, -3.470, 5.440], [-3.685, 2.271, 0.181], [-1.737, 1.730, -0.466], [7.073, 4.522, -4.794], [1.487, 2.104, -0.546], [-6.003, 2.487, -0.207], [-3.776, -5.918, 7.014], [5.229, 2.059, -2.182], [-5.328, 0.731, -1.247], [-3.032, 0.001, 2.209], [-3.350, 0.621, -2.052], [-5.752, 2.203, -1.215], [-3.845, 0.506, -1.105], [-1.008, 0.555, -0.878], [-1.776, -3.756, 3.457], [0.368, -0.016, -2.300], [6.533, 2.417, -1.919], [1.423, 0.469, 0.061], [-5.879, 0.146, -0.534], [-3.583, -5.660, 5.702], [6.815, 5.546, -4.507], [4.497, 3.086, -2.651], [7.117, 3.665, -2.285], [3.835, 0.546, -3.318], [7.932, 3.761, -1.571], [1.465, 1.068, -0.834], [-3.673, -0.818, -0.769], [5.602, -0.036, -2.578], [-0.724, 0.068, -0.036], [-2.112, -3.807, 4.961], [-6.604, 2.374, -1.845], [5.753, 1.017, -4.254], [4.682, 1.708, -0.998], [-5.608, 0.335, -2.210], [-0.834, -2.779, 3.329], [-2.347, -5.063, 5.596], [0.039, 1.687, -2.314], [-2.346, -3.352, 1.220], [-3.626, -7.023, 5.001], [-3.897, -4.247, 2.459], [-3.174, 1.343, -0.020]]
}